No. 1
Density functional theory data (ωB97M-V/def2-TZVPD) for 3 unconnected molecules or ions with the total composition C27H35F3N2O7S.

Last column: Mulliken charge in e.
Geometry (Å):
1 C -0.8952 3.8749 0.2971  -0.6304
2 C -0.9626 3.9260 -1.2266  -0.5540
3 S -1.3170 2.3863 -2.0864  -0.1262
4 C -0.0513 1.2169 -1.4766  -0.8201
5 C -0.5819 0.4606 -0.2915  0.3006
6 C -0.1261 0.6774 0.9676  -0.6806
7 C -0.6364 0.0048 2.1031  1.7372
8 C -0.0691 0.3113 3.4715  -1.2061
9 C 1.3048 0.9519 3.5247  -0.7932
10 O 1.5962 1.1403 4.8971  -0.5531
11 C 2.4093 0.0819 2.8627  0.9054
12 F 3.4460 -0.1280 3.6858  -0.3328
13 F 2.9164 0.7082 1.7744  -0.2516
14 F 1.9767 -1.1201 2.4627  -0.3001
15 C -1.6488 -0.9075 1.9529  0.1247
16 C -2.2729 -1.6204 3.1229  -1.6246
17 C -3.1939 -0.7295 3.9649  -0.7673
18 C -4.1507 0.1632 3.2201  -0.4894
19 O -5.2560 -0.6303 2.7378  -0.3700
20 C -6.0335 0.0054 1.8224  0.6890
21 C -6.3726 -0.8338 0.6246  -0.8310
22 O -6.4056 1.1440 1.9670  -0.5703
23 C -2.1207 -1.1906 0.6434  0.2413
24 N -3.0888 -2.1335 0.4773  -0.4647
25 C -3.4569 -2.3882 -0.7444  -0.5472
26 C -2.9103 -1.7167 -1.8635  -0.5675
27 N -2.0004 -0.7948 -1.7440  -0.4133
28 C -1.5816 -0.5201 -0.4804  0.6190
29 H -1.6124 3.1607 0.6980  0.0688
30 H -1.1062 4.8509 0.7320  0.4885
31 H 0.1014 3.5777 0.6207  0.0737
32 H -0.0423 4.3666 -1.6121  0.3009
33 H -1.7658 4.5934 -1.5349  0.4146
34 H 0.1241 0.5265 -2.2923  -0.1193
35 H 0.8561 1.7547 -1.2119  0.6477
36 H 0.6508 1.4167 1.0863  0.2386
37 H -0.7390 1.0257 3.9543  0.4697
38 H -0.0600 -0.5743 4.1045  0.3026
39 H 1.3283 1.9196 3.0259  0.6131
40 H 2.1879 1.8917 4.9892  0.3871
41 H -1.4655 -1.9480 3.7823  0.5146
42 H -2.7708 -2.5220 2.7845  0.4954
43 H -3.7765 -1.3305 4.6633  0.5099
44 H -2.5696 -0.0706 4.5716  0.3734
45 H -3.6863 0.6865 2.3826  0.1941
46 H -4.5415 0.9245 3.8951  0.5448
47 H -5.7899 -1.7498 0.6184  0.1822
48 H -7.4284 -1.0954 0.6328  0.3405
49 H -6.1630 -0.2460 -0.2649  0.2849
50 H -4.2214 -3.1418 -0.8953  0.5420
51 H -3.2622 -1.9635 -2.8584  0.4719
52 O -0.1726 2.0547 -5.8068  -0.5793
53 C 0.3440 0.9825 -5.7440  0.4275
54 C 0.7057 0.0477 -6.8852  -0.4372
55 C 0.9506 -1.2813 -6.1738  -0.5253
56 C 1.4209 -0.8150 -4.8010  -0.3866
57 O 0.7338 0.4264 -4.5650  -0.2684
58 H 1.6070 0.4315 -7.3654  0.2565
59 H -0.1020 0.0120 -7.6101  0.3032
60 H 1.6674 -1.9326 -6.6689  0.3378
61 H 0.0101 -1.8250 -6.0766  0.2641
62 H 2.4959 -0.6249 -4.7727  0.2514
63 H 1.1628 -1.5075 -4.0027  0.3043
64 O 6.4226 -2.0827 -2.3067  -0.5704
65 C 6.4743 -1.7378 -1.1645  0.3970
66 C 5.4037 -1.0367 -0.3469  -0.2557
67 C 6.1863 -0.5131 0.8534  -0.2483
68 C 7.3140 -1.5314 0.9632  -0.4663
69 O 7.5633 -1.9594 -0.3878  -0.3508
70 H 4.6519 -1.7734 -0.0590  0.2196
71 H 4.9362 -0.2475 -0.9284  0.3276
72 H 5.5994 -0.4243 1.7651  0.1024
73 H 6.5994 0.4696 0.6217  0.2549
74 H 7.0273 -2.4053 1.5520  0.2642
75 H 8.2332 -1.1196 1.3717  0.3147

Atomic forces in eV per Å
0.0 -0.1 -0.1
0.3 0.3 0.3
-0.1 -0.2 -0.3
-0.6 0.1 0.5
0.3 0.0 -0.3
0.0 0.1 0.2
0.2 0.0 0.0
-0.4 0.3 -0.3
0.2 -0.1 0.4
-0.2 0.0 -0.1
0.2 0.1 0.0
0.0 0.0 0.0
0.0 -0.1 -0.1
0.0 0.0 0.0
-0.2 -0.2 0.2
0.3 -0.1 0.2
0.1 0.1 0.0
-0.6 0.2 0.5
0.5 -0.1 -0.7
-0.4 0.5 0.3
0.0 -0.4 0.2
0.4 -0.4 -0.1
0.0 0.1 -0.3
0.1 0.0 0.0
0.0 0.0 -0.1
-0.1 -0.1 0.0
0.1 -0.1 0.1
-0.2 -0.1 0.1
-0.1 0.0 0.0
0.0 0.1 0.0
0.0 -0.1 0.1
0.0 0.0 -0.1
-0.1 -0.1 -0.1
0.1 0.1 -0.2
0.1 0.0 -0.1
0.1 0.0 0.1
0.1 0.0 0.2
0.1 -0.1 0.0
-0.1 0.0 -0.2
0.1 0.0 0.1
0.0 -0.1 0.0
-0.2 0.1 -0.1
0.0 -0.1 0.0
0.0 0.0 0.1
0.1 -0.1 -0.1
0.0 0.1 0.0
0.0 0.0 0.0
-0.1 0.1 0.0
-0.1 0.0 -0.1
0.0 -0.1 0.0
0.0 0.0 -0.1
-0.1 0.0 0.0
0.1 0.1 -0.1
-0.1 -0.3 0.2
0.0 0.1 -0.1
0.0 -0.1 0.0
0.0 -0.1 -0.1
0.0 0.0 0.0
0.0 0.1 -0.1
0.0 0.0 0.0
0.0 0.0 0.0
0.0 0.0 0.0
0.0 0.1 0.1
0.0 0.0 -0.1
-0.2 -0.1 0.0
0.3 0.2 0.2
-0.1 0.0 0.0
-0.1 0.0 0.0
0.1 0.0 0.0
0.0 0.0 -0.1
-0.1 -0.1 -0.1
0.0 -0.1 0.0
0.0 0.0 0.0
0.0 0.0 0.0
0.1 0.0 -0.1

Calculated values
HOMO level = -0.2991 Ha
Spin multiplicity = 1
Charge = 0
Gap between HOMO and LUMO = 0.2875 hartree
SMILES string = CCSCc1cc(C[C@@H](O)C(F)(F)F)c(CCCOC(C)=O)c2nccnc12.O=C1CCCO1.O=C1CCCO1

No. 2
Density functional theory data (ωB97M-V/def2-TZVPD) for a molecular structure, C27H35IN4P2Pt at a distorted geometry.

Last column: natural (NBO) charge in e.
Geometry (Å):
1 Pt 0.4100 -0.9435 2.6713  0.4083
2 C 1.3006 -4.4190 -1.5275  -0.1651
3 C 1.5137 -3.1178 -1.7019  -0.2100
4 C 0.5514 -2.0039 -2.0793  -0.4374
5 C -0.3897 -1.6500 -0.8828  -0.4577
6 C -1.3264 -2.6553 -0.2862  -0.1742
7 C -1.7446 -3.8111 -0.8349  -0.1940
8 C -1.2265 -4.3871 -2.1090  -0.4458
9 C 0.0805 -5.1997 -1.9176  -0.4354
10 C -0.0398 -3.0165 2.7670  -0.9318
11 H 2.0499 -5.0118 -0.9925  0.2044
12 H 2.4980 -2.7458 -1.3474  0.2054
13 H -0.1210 -2.2041 -2.9326  0.2109
14 H 1.1402 -1.0769 -2.2990  0.2185
15 H 0.2518 -1.2823 -0.0504  0.2044
16 H -1.0252 -0.7968 -1.1850  0.2106
17 H -1.6596 -2.4014 0.7434  0.2006
18 H -2.4110 -4.4384 -0.2311  0.2026
19 H -1.1222 -3.6364 -2.8994  0.2097
20 H -1.9908 -5.1080 -2.4172  0.2129
21 H -0.0748 -5.8292 -1.0272  0.2087
22 H 0.1996 -5.8334 -2.8202  0.2198
23 H 0.3400 -3.4947 1.8527  0.2170
24 H -1.1313 -3.1420 2.7850  0.1923
25 H 0.4203 -3.4753 3.6594  0.2077
26 P -0.9711 0.4164 1.7599  1.3775
27 P 1.9879 0.9284 -0.9753  1.2669
28 N -2.7151 0.3567 1.0791  -0.6345
29 N -1.3205 1.3669 3.1040  -0.7046
30 N 1.3147 1.8138 -2.3743  -0.6632
31 N 3.4907 1.9293 -0.9529  -0.6458
32 C -0.3414 1.5387 0.4827  -0.8115
33 C 1.1822 1.7236 0.4556  -0.7917
34 C -3.6614 -0.6148 1.3710  -0.0565
35 C -4.9100 -0.1414 0.9867  -0.2828
36 C -4.7255 1.1580 0.4427  -0.2829
37 C -3.3733 1.4467 0.4982  -0.0912
38 C -1.0444 0.9826 4.4114  -0.0558
39 C -1.3409 2.0724 5.2208  -0.2787
40 C -1.8989 3.0870 4.3863  -0.2582
41 C -1.8933 2.6200 3.0841  -0.0667
42 C 1.5666 1.3798 -3.7008  -0.0590
43 C 0.9035 2.2190 -4.5782  -0.2955
44 C 0.2638 3.2305 -3.8079  -0.2924
45 C 0.5092 2.9576 -2.4631  -0.0731
46 C 3.8380 3.1405 -1.5834  -0.0678
47 C 4.8344 3.7485 -0.8448  -0.3024
48 C 5.1453 2.8864 0.2483  -0.2864
49 C 4.3423 1.7760 0.1536  -0.0894
50 H -0.8184 2.5025 0.7002  0.2560
51 H -0.7496 1.1551 -0.4623  0.2701
52 H 1.3933 2.8039 0.4414  0.2560
53 H 1.6449 1.3009 1.3725  0.2688
54 H -3.3475 -1.5515 1.8019  0.2171
55 H -5.8394 -0.6577 1.1065  0.2255
56 H -5.4773 1.8324 0.0597  0.2284
57 H -2.8225 2.3225 0.1746  0.2074
58 H -0.5978 0.0207 4.6314  0.2179
59 H -1.1487 2.0923 6.2808  0.2321
60 H -2.2885 4.0512 4.6850  0.2292
61 H -2.1974 3.0613 2.1431  0.2196
62 H 2.1910 0.5049 -3.8608  0.2233
63 H 0.8686 2.1692 -5.6734  0.2319
64 H -0.3267 4.0446 -4.2193  0.2286
65 H 0.1712 3.4994 -1.5886  0.2117
66 H 3.3773 3.4412 -2.5289  0.2286
67 H 5.2685 4.7221 -1.0643  0.2266
68 H 5.8717 3.0582 1.0346  0.2229
69 H 4.2775 0.8832 0.7769  0.2217
70 I 2.8733 -1.5984 2.8474  -0.2598

Atomic forces in eV per Å
0.9 -2.1 0.7
-0.1 0.1 -0.5
0.7 0.6 0.7
-0.6 0.2 0.0
0.5 0.6 0.1
-0.3 -1.0 0.1
0.6 1.1 1.2
-0.3 -0.6 -0.3
-0.7 0.1 0.5
-0.5 -1.1 0.1
0.1 0.3 -0.5
-0.7 -0.2 -0.2
0.8 0.1 0.2
-0.6 -1.0 0.0
-0.2 -0.2 -0.4
0.3 -0.1 0.0
0.1 -0.2 -1.0
0.2 0.2 -0.3
-0.2 -0.5 0.2
0.1 0.1 -0.4
-0.2 -0.4 -0.5
0.3 0.2 0.6
0.0 0.2 0.3
0.2 0.1 0.1
-0.2 0.3 -0.4
-2.9 1.4 -1.7
1.5 1.8 -1.4
1.4 -0.4 0.3
-0.4 0.2 0.1
-0.5 -0.2 -0.6
0.5 -0.3 0.6
-0.3 0.2 -0.1
-0.4 0.7 0.3
-0.4 0.8 -0.3
1.1 -0.2 0.3
1.0 0.2 0.1
-0.3 -0.5 0.2
0.0 1.8 0.4
0.1 -1.1 -0.7
-0.1 -0.1 -0.7
0.4 0.4 1.2
-0.6 0.4 0.6
0.5 -0.2 0.2
0.1 -0.4 1.1
0.2 -0.2 -0.9
-0.3 -0.3 0.4
-0.5 -0.3 -0.3
-0.1 -0.3 0.2
-0.4 0.4 -0.5
0.2 -0.2 -0.3
0.1 0.3 0.2
0.2 -0.3 0.0
0.0 0.2 -0.5
-0.2 0.0 0.1
-0.2 -0.2 0.0
0.0 -0.1 0.0
-0.3 -0.3 0.0
-0.1 0.1 0.1
-0.2 0.1 0.0
0.1 -0.1 0.1
-0.1 0.0 0.5
-0.2 0.2 0.0
0.2 -0.2 0.7
0.1 -0.2 0.3
0.2 -0.2 -0.1
0.1 -0.1 0.6
0.0 -0.4 0.0
-0.1 0.0 -0.2
0.0 0.4 -0.2
0.4 0.4 -0.3

Calculated values
HOMO level (spin up / spin down) = -0.2704 / -0.3057 Ha
Spin multiplicity = 3
Charge = 0
Expectation value of S² = 2.0103
Gap between HOMO and LUMO (spin up / spin down) = 0.2736 / 0.1935 hartree
Relative energy (zero: lowest compared OMol25 entry of this formula, charge and spin) = 0.000 eV

No. 3
Density functional theory data (ωB97M-V/def2-TZVPD) for a molecular structure, C27H35KN6O8 at a distorted geometry.

Last column: Mulliken charge in e.
Geometry (Å):
1 K -0.0189 0.2121 0.0705  0.8178
2 O 0.9354 -3.9457 0.0288  -0.8787
3 C 0.9881 -2.7547 0.4080  -0.5767
4 O 1.0575 -1.7273 -0.3248  0.0060
5 C 0.8438 -2.5357 1.9338  0.2882
6 C -0.6511 -2.3011 2.2750  -0.1828
7 C -0.8711 -2.5293 3.7813  -1.0003
8 C -0.2741 -1.2212 4.3725  -0.9293
9 C 0.2331 -0.5236 3.1036  -0.0619
10 O -0.8011 -0.8757 2.1526  -0.5521
11 C 1.4793 -1.2484 2.5618  0.2256
12 C 2.3424 -0.3731 1.6058  0.0949
13 O 3.4829 -0.8164 1.3579  -0.8743
14 O 1.8453 0.7326 1.2445  -0.8562
15 H 1.1972 -3.4510 2.4012  0.4330
16 H -1.3488 -2.8280 1.6274  0.5500
17 H -1.9332 -2.6264 4.0100  0.3759
18 H -0.3596 -3.4300 4.1228  0.3285
19 H -1.0445 -0.6155 4.8511  0.2291
20 H 0.5296 -1.3981 5.0884  0.4124
21 H 0.3469 0.5534 3.1689  0.6912
22 H 2.1612 -1.5201 3.3676  0.4509
23 O -3.7199 5.2385 -1.0095  -0.7394
24 C -3.1839 4.1371 -0.7999  0.0535
25 N -3.1692 3.4274 0.3108  -0.1457
26 C -4.0483 3.2449 1.2717  0.0794
27 O -5.2843 3.1497 1.1896  -0.7938
28 C -3.4578 2.9718 2.6631  0.4602
29 C -4.3107 2.4643 3.6420  -0.3678
30 C -3.8081 2.1910 4.9002  -0.3537
31 C -2.4663 2.4427 5.1541  -0.4253
32 C -1.6991 2.9682 4.1251  -0.2178
33 N -2.1719 3.2305 2.9060  -0.4065
34 C -2.4180 3.5221 -1.9714  0.3250
35 C -2.9195 3.7547 -3.2498  -0.5316
36 C -2.2813 3.1854 -4.3360  -0.2880
37 C -1.1449 2.4212 -4.1171  -0.7999
38 C -0.7034 2.2606 -2.8130  -0.0150
39 N -1.3213 2.7925 -1.7522  -0.0842
40 H -5.3454 2.2981 3.3747  0.4505
41 H -4.4491 1.7854 5.6749  0.3844
42 H -2.0195 2.2250 6.1173  0.3931
43 H -0.6447 3.1837 4.2832  0.3940
44 H -3.7973 4.3773 -3.3522  0.4139
45 H -2.6625 3.3351 -5.3394  0.3836
46 H -0.6040 1.9557 -4.9321  0.4164
47 H 0.2043 1.6976 -2.6183  0.4900
48 C 4.1515 -1.9276 -2.0102  -1.6806
49 C 4.2023 -0.4246 -2.2740  2.0861
50 C 5.0773 0.2503 -1.2174  -1.5512
51 C 4.7759 -0.1538 -3.6643  -1.8687
52 N 2.7919 0.0292 -2.2732  0.0445
53 N 2.5642 1.4111 -1.9583  -0.5785
54 H 5.1212 -2.3851 -2.2301  0.5034
55 H 3.3885 -2.3977 -2.6390  0.3224
56 H 3.8943 -2.1158 -0.9650  0.2531
57 H 6.0715 -0.2096 -1.2285  0.4794
58 H 4.6451 0.1070 -0.2230  0.2380
59 H 5.2021 1.3182 -1.4168  0.3448
60 H 5.8020 -0.5303 -3.7426  0.3902
61 H 4.7952 0.9222 -3.8779  0.3538
62 H 4.1543 -0.6392 -4.4218  0.3873
63 H 2.2773 -0.4665 -1.5580  -0.1479
64 H 3.0868 1.9851 -2.6053  0.2117
65 H 2.8940 1.6136 -1.0149  0.2062
66 C -0.5771 -2.6468 -2.9388  -0.8944
67 N -1.6354 -2.8314 -1.9532  0.2595
68 C -1.8743 -4.1802 -1.4744  -0.9427
69 C -2.0926 -1.7658 -1.2665  -0.0014
70 O -1.8069 -0.6000 -1.4851  -0.6174
71 H -0.6157 -3.4794 -3.6448  0.3428
72 H 0.3960 -2.6135 -2.4453  0.2394
73 H -0.7416 -1.7069 -3.4639  0.2612
74 H -2.2590 -4.8022 -2.2875  0.3160
75 H -2.6207 -4.1518 -0.6804  0.3244
76 H -0.9524 -4.6056 -1.0775  0.3161
77 H -2.8300 -2.0397 -0.4928  0.3359

Atomic forces in eV per Å
-2.0 2.4 -1.3
0.0 0.2 0.0
0.1 0.0 -0.2
0.7 -1.8 0.0
0.0 0.3 -0.1
0.4 0.0 0.2
0.0 0.1 0.0
0.0 -0.1 -0.1
0.1 -0.3 0.1
-0.1 -0.5 0.5
-0.2 0.0 -0.2
0.4 0.3 0.2
-0.3 0.0 0.0
1.6 -0.1 0.9
0.0 0.0 0.1
0.0 0.1 -0.1
0.0 0.0 0.0
0.0 0.0 0.0
0.0 0.0 0.0
0.0 0.0 0.0
-0.1 0.0 -0.1
-0.1 -0.1 0.1
0.1 -0.1 0.1
-0.4 0.2 -0.2
0.6 -0.2 0.2
-0.4 0.0 0.0
0.1 0.1 0.0
0.2 0.1 -0.1
0.0 0.0 0.1
0.0 0.0 0.0
0.0 0.0 0.0
-0.1 0.0 -0.2
0.0 -0.1 0.1
0.1 -0.1 0.2
0.0 0.0 -0.1
0.0 0.0 0.0
0.0 0.0 0.0
0.0 0.1 0.1
-0.1 -0.1 -0.2
0.0 0.0 0.0
0.0 0.0 0.0
0.0 0.0 0.0
0.0 0.0 0.0
0.0 0.0 0.0
0.0 0.0 0.0
0.0 0.0 0.0
0.0 0.0 0.1
0.0 0.0 0.0
-0.1 0.0 0.0
0.0 -0.1 0.1
0.0 0.0 -0.1
0.1 0.4 -0.1
0.0 -0.1 0.1
0.0 0.0 0.0
0.1 0.0 0.0
0.0 0.0 0.0
0.0 0.0 0.0
0.0 0.0 0.0
0.0 0.0 0.0
-0.1 0.0 0.0
0.0 -0.1 0.0
0.1 0.0 0.0
0.0 -0.5 0.1
0.0 0.0 -0.1
0.0 0.0 0.1
-0.1 0.0 0.1
0.1 0.0 0.1
0.0 0.1 -0.1
-0.2 0.0 -0.3
-0.3 -0.4 -0.3
0.0 0.0 0.0
0.0 0.0 0.0
0.0 0.0 0.0
0.0 0.0 0.0
0.0 0.0 0.0
0.1 0.0 0.0
0.0 0.0 0.1

Calculated values
HOMO level = -0.1101 Ha
Spin multiplicity = 1
Charge = -2
Gap between HOMO and LUMO = 0.2614 hartree
Relative energy (zero: lowest compared OMol25 entry of this formula, charge and spin) = 1.700 eV